45
Properties=species:S:1:pos:R:3 method="wB97M-V/def2-TZVPD" multiplicity=1 lumo_ha=0.006 orbital_gap_ev=8.65 de_lowest_ev=4.591 homo_ev=-8.5
C 2.4526 0.5425 2.1704
C 0.8258 0.9653 2.2557
N 0.4059 1.3397 0.8349
C -0.0664 -0.0007 0.2376
C 0.2707 -0.1820 -1.3104
C -0.0667 1.0441 -2.1915
N 1.1653 1.5863 -2.8713
H 2.9847 1.3422 1.7711
H 2.8747 0.3024 3.1630
H 2.7448 -0.3050 1.6282
H 0.2939 0.2219 2.7737
H 0.7657 1.8336 2.9347
H 1.0384 1.8239 0.1763
H 0.1142 -0.9305 0.8426
H -1.1616 0.1645 0.2045
H 1.3848 -0.3591 -1.2004
H -0.2169 -1.0256 -1.7896
H -0.8351 0.8921 -2.9207
H -0.6192 1.8339 -1.5709
H 1.1815 2.5537 -2.7070
H 1.8652 1.1447 -2.4137
O -2.1599 1.9778 1.4415
H -2.5927 2.8467 1.2879
H -1.4034 1.9610 0.8137
O -3.7925 -0.2761 1.4589
H -2.9766 0.3093 1.5371
H -3.8566 -0.8152 2.2874
O -3.3185 -2.6207 -0.4903
H -3.6559 -1.9397 -1.1093
H -3.6587 -2.2809 0.3780
O 2.9911 1.3392 -0.5776
H 3.5747 1.9059 -1.1611
H 3.3120 0.4135 -0.7429
O -0.8022 -2.6760 0.2954
H -0.9286 -3.7019 0.2504
H -1.8374 -2.5219 0.2217
O -3.7540 2.0823 -0.6410
H -4.1355 1.2644 -0.4056
H -2.8339 1.7379 -0.5798
O 1.6033 -3.0453 -0.9318
H 0.8394 -2.5400 -0.5771
H 1.4700 -3.6178 -1.6696
O 3.5528 -1.2455 -0.5811
H 3.9828 -1.4240 0.2562
H 2.9779 -1.9209 -0.7783


46
Properties=species:S:1:pos:R:3 method="wB97M-V/def2-TZVPD" multiplicity=1 lumo_ha=-0.083 total_charge=+1 orbital_gap_ev=10.61 de_lowest_ev=2.518 homo_ev=-12.9
O 0.4848 0.9667 2.1555
C 0.3204 0.1589 1.2904
C -0.4697 0.6824 0.0585
C -1.8918 0.1380 0.0630
C -2.7310 0.7556 -1.1054
C -1.8822 -1.4089 -0.0493
N 0.2585 0.2791 -1.2474
H 0.6444 -0.8641 1.2166
H -0.4146 1.8122 0.1052
H -2.3665 0.4215 0.9744
H -3.8123 0.4255 -0.8405
H -2.4058 0.3577 -2.1092
H -2.6420 1.8259 -1.1275
H -0.9657 -1.8663 0.3910
H -1.9848 -1.8235 -1.0862
H -2.8658 -1.6881 0.4212
H 0.5302 1.1783 -1.7536
H 1.2108 -0.1622 -1.0348
H -0.3402 -0.3452 -1.8210
H -1.9750 3.5934 -1.9580
H -1.2623 3.9850 -0.6014
O -1.4293 3.2782 -1.3084
H 3.0314 -1.8650 3.1678
H 3.8498 -2.4582 1.9815
O 3.0884 -2.0107 2.2090
H -0.3137 -1.8070 -4.1983
H 0.3054 -2.2235 -2.9204
O -0.3215 -1.5388 -3.2103
H 1.1765 -2.5772 -0.3007
H 2.1553 -2.8610 -1.5343
O 1.3717 -2.3480 -1.2204
H 0.7930 3.4676 1.8140
H 0.5092 5.0107 1.2771
O 0.7641 4.1006 1.0954
H 1.8572 -3.1360 1.7316
H 0.3523 -3.6911 1.7145
O 1.0893 -3.4482 1.2526
H 0.4374 2.9547 -1.6498
H 1.8555 3.5131 -1.9960
O 1.2612 2.7421 -1.9968
H -2.5194 -2.7643 3.4499
H -1.6449 -1.5831 3.9259
O -1.7425 -2.2687 3.2218
H 3.2330 0.4899 1.0098
H 2.4959 1.7504 0.3299
O 2.9054 0.8515 0.2131


48
Properties=species:S:1:pos:R:3 method="wB97M-V/def2-TZVPD" multiplicity=1 lumo_ha=0.103 total_charge=-1 orbital_gap_ev=9.22 de_lowest_ev=2.279 homo_ev=-6.4
C 0.7834 1.1507 0.1270
N 0.6318 0.5858 1.4735
C 1.4629 1.4323 2.3767
C 1.4248 -1.3623 2.7929
C 1.1008 -0.8119 1.4047
C -0.0289 -1.6173 0.7450
O -1.1672 -1.7293 1.2237
O 0.2779 -2.0348 -0.4185
H 0.8333 0.4684 -0.7168
H 1.5365 1.9367 0.0739
H -0.0552 1.7553 -0.2679
H 1.6597 2.4520 2.0554
H 2.4556 0.9698 2.2616
H 1.0283 1.4350 3.3697
H 2.2355 -0.8843 3.3358
H 0.5209 -1.2450 3.4076
H 1.5488 -2.4455 2.7567
H 2.0469 -0.8269 0.8505
H 1.9340 -4.4438 -1.3512
H 0.6006 -3.6833 -1.1021
O 0.9968 -4.4572 -1.5564
H 0.3407 4.9628 -0.8780
H 0.6001 3.5371 -0.8119
O 1.0447 4.3657 -0.6015
H -2.6163 0.4778 -3.6771
H -2.5080 0.2148 -2.0775
O -2.4340 0.8366 -2.8078
H -1.9685 2.5717 -2.1693
H -2.3463 3.5647 -1.0884
O -1.7829 3.4785 -1.8644
H 1.5571 -1.5195 -1.5360
H 1.7480 -2.4210 -2.7433
O 2.1668 -1.6785 -2.2946
H -0.6681 -0.4882 -3.4595
H -0.8262 -2.0121 -3.5718
O -0.9918 -1.1889 -4.0438
H -1.2291 0.8064 2.8897
H -0.8084 1.7373 4.0504
O -1.5693 1.4369 3.5533
H -2.5601 -1.1945 -0.6609
H -2.8294 -0.9825 0.7103
O -3.2653 -0.7914 -0.1429
H 1.9466 1.3280 -3.4697
H 1.8193 -0.1624 -3.3615
O 1.2717 0.6354 -3.4880
H -1.9638 -0.9186 4.2109
H -1.6836 -1.6152 2.8528
O -2.2708 -1.6251 3.6389


48
Properties=species:S:1:pos:R:3 method="wB97M-V/def2-TZVPD" multiplicity=1 lumo_ha=-0.084 total_charge=+1 orbital_gap_ev=9.47 de_lowest_ev=6.950 homo_ev=-11.7
C 1.9621 0.8033 3.4854
O 1.1847 0.3333 4.6063
C 1.5738 0.1956 2.0881
C 2.5207 1.0213 1.0274
C 2.3195 0.3004 -0.2242
C 3.1643 -0.3211 -1.0510
N 0.9137 0.6551 -0.6980
N 0.1609 0.6545 1.7909
H 2.1118 1.8690 3.5831
H 3.0089 0.3001 3.7305
H 1.2364 -0.6662 4.7504
H 1.6935 -0.8981 2.1010
H 3.5297 0.9723 1.6270
H 2.2784 2.0382 1.0641
H 2.6878 -0.9037 -1.7515
H 4.2562 -0.4872 -0.8513
H 0.3237 0.7768 0.1943
H 0.5631 0.0738 -1.4472
H 0.9107 1.6338 -1.1052
H -0.2277 1.4426 2.3368
H -0.4765 -0.1513 1.9096
H 0.5360 0.0137 -3.3362
H 1.4942 0.7254 -4.2684
O 1.3606 0.4625 -3.3222
H 0.7032 4.2764 -2.0234
H 0.7227 4.2103 -3.4259
O 0.9624 3.6893 -2.7173
H -3.4667 0.5710 -4.0874
H -3.6260 -0.6747 -3.0349
O -3.0412 -0.0214 -3.3764
H -1.1906 -1.8028 -2.3626
H -1.7695 -0.4868 -2.9981
O -0.8038 -1.0868 -2.8755
H -3.4061 -2.6360 -0.3473
H -4.2538 -1.3869 0.0595
O -3.5224 -1.6792 -0.6383
H -1.3939 -2.9290 -1.2233
H -0.5652 -4.1336 -1.1555
O -1.4195 -3.7925 -0.9527
H -2.2281 -3.8657 0.3883
H -3.3014 -3.8394 1.6641
O -2.5065 -3.3900 1.2444
H -0.8459 4.7086 0.7197
H 0.3690 4.2739 1.1225
O -0.4592 3.9483 0.9012
H -1.3683 -1.0116 3.4350
H -1.5115 -2.3562 2.7094
O -1.1644 -1.4291 2.7351


46
Properties=species:S:1:pos:R:3 method="wB97M-V/def2-TZVPD" multiplicity=1 lumo_ha=-0.094 total_charge=+1 orbital_gap_ev=8.95 de_lowest_ev=3.049 homo_ev=-11.5
C -0.9954 0.4255 1.9344
C 0.2785 -0.0337 1.2750
C 0.0559 -0.8611 0.0109
C 1.2261 -0.8946 -0.9670
C 1.2112 0.2259 -2.0048
N 0.0223 0.1133 -2.8610
N 0.9952 -0.9346 2.2532
H -1.6449 0.9491 1.2351
H -1.5785 -0.4234 2.2933
H -0.8599 1.1614 2.7322
H 0.9439 0.7863 1.0237
H -0.2597 -1.8630 0.2893
H -0.8357 -0.4715 -0.4800
H 2.1891 -0.9298 -0.4511
H 1.1408 -1.8426 -1.5086
H 2.1249 0.1627 -2.5908
H 1.2531 1.2084 -1.5110
H 0.2565 0.1501 -3.8465
H -0.6611 0.8389 -2.6431
H 0.3836 -1.7825 2.3411
H 1.9087 -1.2756 1.9169
H 1.0530 -0.5216 3.1845
H -0.6714 -0.5277 -2.4503
H -1.6052 -1.5324 -3.2229
O -1.5036 -1.0720 -2.3862
H -2.1391 3.0119 -2.0216
H -1.0407 2.6555 -1.0122
O -1.6939 2.2637 -1.6466
H 3.8443 -2.6402 0.9676
H 4.5163 -1.6607 1.9943
O 3.6955 -1.8216 1.4806
H -3.1741 -2.4503 -0.0717
H -1.9021 -2.1110 -0.9423
O -2.2279 -2.6448 -0.1779
H -3.1945 -0.5294 -1.4472
H -2.8508 0.9656 -1.0892
O -3.3813 0.1859 -0.8232
H 3.1026 3.4468 0.9860
H 2.4199 4.2190 2.1271
O 2.3351 3.4440 1.5718
H -0.2334 4.6367 0.1211
H 0.8376 3.5708 0.5105
O 0.1116 3.7666 -0.1242
H -1.0872 -3.7301 2.5028
H -1.4189 -2.7883 1.3276
O -0.9467 -2.8455 2.2004


49
Properties=species:S:1:pos:R:3 method="wB97M-V/def2-TZVPD" multiplicity=1 lumo_ha=0.002 orbital_gap_ev=9.23 de_lowest_ev=2.008 homo_ev=-9.2
C 0.6800 -2.0220 1.8981
C 0.4166 -2.1796 0.4044
N -0.7273 -1.3111 0.0973
C -1.4163 -1.4425 -1.1400
C -0.4065 -1.1451 -2.3312
O 0.2907 -0.1723 -2.0631
C -2.6900 -0.6058 -1.2803
S -4.2177 -1.5582 -1.3414
H -0.2299 -2.1870 2.4738
H 1.0501 -1.0224 2.1202
H 1.4049 -2.7572 2.2529
H 0.2024 -3.2386 0.2422
H 1.3091 -1.9740 -0.1940
H -0.3885 -0.3738 0.2210
H -1.6355 -2.5037 -1.3143
H -0.2639 -1.6313 -3.2886
H -2.6927 0.2777 -0.6467
H -2.5527 -0.0492 -2.2173
H -4.6526 -1.2415 -0.1222
O -1.0742 2.7995 -0.5876
H -0.4015 2.9617 0.0721
H -0.7624 2.0350 -1.0755
O 1.3270 1.5654 1.0652
H 0.9188 1.2198 1.8839
H 0.9393 0.9622 0.4231
O 1.7656 1.8238 -1.9896
H 0.9769 1.4704 -2.4363
H 2.4021 2.0213 -2.6845
O -1.3502 3.4707 2.2422
H -1.0657 2.5605 2.2412
H -2.1988 3.4731 1.7932
O 4.1760 0.7169 -0.7920
H 3.2898 0.8801 -0.4486
H 4.4951 1.6140 -0.9421
O 2.7913 -1.1128 -2.1371
H 3.6508 -0.9600 -1.7241
H 2.2684 -0.3008 -2.0793
O 2.0621 3.6580 2.7721
H 2.0139 3.4479 1.8283
H 1.2115 4.1208 2.8308
O 1.2736 -2.8897 -3.2375
H 1.5983 -3.7449 -2.9612
H 2.0264 -2.2583 -3.0901
O -4.2361 -0.9322 1.8704
H -4.4032 -1.8739 1.8040
H -4.3535 -0.6232 2.7713
O -0.7799 0.6611 2.9242
H -1.1242 0.1885 2.1559
H -0.9178 0.1824 3.7368


49
Properties=species:S:1:pos:R:3 method="wB97M-V/def2-TZVPD" multiplicity=1 lumo_ha=-0.009 orbital_gap_ev=9.60 de_lowest_ev=4.691 homo_ev=-9.8
C -0.2697 2.7600 -1.9713
N -1.4989 2.1200 -1.3517
C -2.3887 1.7178 -2.4041
C -1.1565 1.4032 -0.2244
O -0.3220 1.7999 0.5818
C -2.1716 0.2614 0.1532
C -2.0327 -0.9759 -0.6673
O -1.5491 -2.1067 0.0129
H -0.7155 3.6329 -2.5285
H 0.4025 3.1990 -1.2167
H 0.2441 2.2241 -2.7431
H -1.9113 1.1440 -3.2001
H -2.6484 2.6530 -3.0793
H -3.3629 1.3587 -2.0418
H -1.7097 -0.0203 1.1907
H -3.2504 0.6045 0.2630
H -3.0738 -1.3348 -0.7731
H -1.5438 -0.7278 -1.5862
H -0.7742 -1.7503 0.6223
O 2.8797 0.9747 -0.5835
H 2.1204 0.4217 -0.5772
H 3.3766 0.8269 0.2663
O -4.0857 -0.6385 2.2199
H -3.4657 -0.0432 2.6373
H -3.7076 -1.4993 2.4506
O 1.7478 3.7733 0.6620
H 2.4784 3.1891 0.8047
H 1.0796 3.0552 0.5441
O 3.2055 0.1105 -3.6698
H 4.0074 0.0067 -3.1353
H 2.8290 0.6933 -2.9709
O 4.1707 0.0593 1.6554
H 3.5967 -0.5292 2.1698
H 4.5102 0.6006 2.3751
O 1.0127 -0.0825 2.6516
H 0.4074 0.5421 3.1104
H 0.7918 0.1804 1.7657
O 0.4251 -3.9100 -0.8230
H 0.1974 -4.2489 0.0365
H -0.1058 -3.0708 -0.7754
O 0.4011 -2.8529 1.7295
H 1.1135 -2.1313 1.8280
H 0.9628 -3.6639 1.6183
O 1.1959 -1.0049 -1.3586
H 1.7257 -0.8245 -2.1687
H 1.2648 -1.9430 -1.2134
O -1.6930 -1.6786 3.1785
H -1.4036 -1.9689 4.0388
H -1.3061 -2.3060 2.4971


50
Properties=species:S:1:pos:R:3 method="wB97M-V/def2-TZVPD" multiplicity=1 lumo_ha=-0.003 orbital_gap_ev=9.18 de_lowest_ev=4.669 homo_ev=-9.3
C -3.1808 -0.9686 -1.6287
N -1.9632 -0.5381 -0.9309
C -1.6065 -1.5903 0.0190
C -0.1665 -1.3106 0.4581
N 0.8184 -1.7028 -0.5698
C 1.4756 -0.6319 -1.3183
C 2.9687 -0.8839 -1.4057
O 3.6907 -0.2693 -0.6619
H -2.9566 -1.9294 -2.0949
H -4.0065 -1.1900 -0.9685
H -3.4676 -0.2141 -2.3683
H -1.2653 -0.4356 -1.6907
H -1.7596 -2.6317 -0.3022
H -2.3183 -1.7844 0.8471
H 0.1341 -1.9363 1.2987
H -0.0693 -0.2372 0.5036
H 0.3955 -2.4058 -1.1816
H 1.3653 0.3612 -0.8543
H 1.0400 -0.4853 -2.3374
H 3.1934 -1.5855 -2.2161
O -2.5636 2.1481 -0.2612
H -2.8206 2.7098 -0.9999
H -2.2581 1.2592 -0.5308
O 0.3175 1.8522 -1.6158
H -0.2291 2.2927 -0.9098
H 0.7786 2.6018 -2.0088
O -0.5313 -1.9521 3.9391
H -0.7614 -1.1576 4.4041
H -1.1201 -2.5789 3.5368
O -0.1344 0.6497 4.2902
H -0.4494 0.9656 3.4600
H 0.8131 0.7100 4.4107
O -0.2272 2.0021 1.5791
H 0.4129 1.2719 1.5573
H -0.9309 1.7038 1.0137
O 2.5272 -2.1355 1.5157
H 1.8693 -2.5392 0.9277
H 2.9636 -1.5740 0.8678
O 2.6642 0.2526 3.3428
H 3.1028 0.4965 2.5046
H 2.2960 -0.5611 2.9340
O -1.2472 0.9117 -3.8335
H -0.6717 1.3322 -4.4952
H -1.1569 1.6446 -3.1649
O -0.4498 4.3905 0.1371
H 0.1419 4.1430 0.8559
H -1.3189 4.1373 0.4666
O -1.0405 -1.7579 -3.6827
H -1.7504 -2.3562 -3.9309
H -1.4674 -0.9105 -3.4919